Entry 1:
Formula: C58H76B2BeF8N8O6
Source: the OMol25 dataset
Level of theory: ωB97M-V/def2-TZVPD

Its energy above the lowest of the compared OMol25 structures with the same formula, charge and spin is 0.00 kcal per mole.

Each line ends with the Löwdin charge.
Atoms and positions in Å:
Be 2.545 13.170 19.992  1.0231
B 0.325 13.163 21.682  -1.5749
F 0.550 14.198 20.907  0.2115
F 0.618 11.971 21.034  0.1456
F 1.160 13.262 22.743  0.1666
F -0.984 13.185 22.114  0.1469
B 5.169 12.955 18.190  -1.4065
F 5.253 13.205 19.553  0.1176
F 5.396 11.639 17.869  0.1513
F 3.906 13.216 17.729  0.1303
F 5.952 13.892 17.523  0.1216
N 3.564 11.270 21.909  0.0953
C 4.852 10.809 21.646  -0.0889
C 5.619 10.061 22.593  -0.0462
C 4.995 9.683 23.804  -0.0353
C 3.643 10.086 23.996  -0.0544
C 2.998 10.796 23.016  -0.1790
H 5.411 11.099 20.769  0.0938
H 6.626 9.717 22.406  0.0984
H 5.603 9.145 24.516  0.1022
H 3.113 9.926 24.924  0.0994
H 1.954 11.056 23.120  0.0860
N -2.199 17.114 26.509  0.0513
C -2.720 17.332 25.246  -0.1460
C -2.178 16.869 24.083  -0.1083
C -1.066 16.082 24.145  -0.1179
C -0.541 15.676 25.364  -0.0236
C -1.163 16.236 26.601  -0.0977
H -3.584 17.980 25.263  0.1002
H -2.562 17.149 23.113  0.0771
H -0.623 15.778 23.208  0.0988
H 0.412 15.175 25.441  0.0656
H -0.779 16.127 27.605  0.0928
N 2.962 15.702 19.466  0.0748
C 4.101 16.295 19.022  -0.1189
C 4.209 17.503 18.413  -0.0563
C 3.133 18.391 18.396  -0.0512
C 1.943 17.815 18.784  -0.0521
C 1.879 16.482 19.316  -0.1228
H 5.002 15.759 19.282  0.1137
H 5.195 17.864 18.161  0.1119
H 3.200 19.433 18.121  0.1113
H 1.103 18.480 18.917  0.0821
H 0.984 16.103 19.786  0.0877
N 1.657 7.457 21.800  0.0495
C 1.763 6.674 22.956  -0.1135
C 1.206 7.136 24.187  -0.0676
C 0.445 8.329 24.246  -0.0812
C 0.136 8.966 23.060  -0.0855
C 0.815 8.581 21.876  -0.1042
H 2.466 5.855 22.930  0.0898
H 1.364 6.482 25.032  0.0896
H 0.039 8.697 25.177  0.0970
H -0.468 9.862 23.053  0.0791
H 0.753 9.106 20.934  0.0896
N -6.748 12.547 19.191  0.0566
C -6.048 13.488 19.859  -0.1393
C -6.066 13.505 21.251  -0.0784
C -6.939 12.681 21.956  -0.0700
C -7.712 11.756 21.245  -0.0881
C -7.580 11.701 19.886  -0.1514
H -5.294 14.047 19.325  0.0939
H -5.483 14.292 21.706  0.0850
H -7.101 12.849 23.011  0.0946
H -8.535 11.219 21.695  0.1013
H -8.272 11.024 19.406  0.0992
N 0.857 13.382 17.927  0.0644
C 1.116 14.330 17.013  -0.1302
C 0.283 14.566 15.900  -0.0628
C -0.891 13.856 15.785  -0.0842
C -1.204 12.839 16.727  -0.0141
C -0.240 12.564 17.784  -0.0772
H 1.978 14.978 17.072  0.0967
H 0.628 15.372 15.270  0.1066
H -1.647 14.179 15.085  0.1050
H -2.184 12.385 16.717  0.0899
H -0.396 11.994 18.687  0.0860
N -3.713 16.572 20.865  0.0412
C -3.928 17.363 19.798  -0.1462
C -3.250 17.231 18.601  -0.0658
C -2.311 16.213 18.420  -0.0633
C -2.121 15.378 19.493  -0.0422
C -2.845 15.600 20.710  -0.1519
H -4.512 18.217 20.105  0.1037
H -3.378 18.069 17.932  0.1010
H -1.820 16.033 17.475  0.0949
H -1.270 14.721 19.393  0.0763
H -2.714 15.055 21.634  0.0913
N -0.062 20.106 20.780  0.0508
C 1.063 20.900 20.854  -0.1551
C 2.065 20.648 21.732  -0.0868
C 1.937 19.598 22.680  -0.0596
C 0.830 18.775 22.596  -0.0607
C -0.147 19.034 21.596  -0.1314
H 1.192 21.761 20.214  0.1001
H 2.884 21.340 21.861  0.0993
H 2.759 19.337 23.329  0.0991
H 0.614 17.969 23.282  0.0747
H -1.114 18.559 21.526  0.0896
C 3.195 15.581 23.635  -0.0165
C 4.187 14.735 22.939  -0.4200
O 3.975 14.389 21.779  0.0108
C 5.432 14.191 23.685  0.0294
H 2.515 16.058 22.928  0.0779
H 3.770 16.402 24.064  0.0963
H 2.533 14.960 24.238  0.0709
H 5.353 13.106 23.613  0.0773
H 5.511 14.496 24.729  0.0539
H 6.390 14.460 23.241  0.0918
C 1.819 9.712 16.958  0.0026
C 2.581 9.961 18.231  -0.4366
O 2.332 10.998 18.812  0.0078
C 3.503 8.874 18.800  0.0209
H 1.598 10.579 16.336  0.0867
H 0.952 9.127 17.266  0.0979
H 2.450 9.056 16.358  0.0766
H 3.611 8.122 18.019  0.0809
H 3.101 8.495 19.739  0.0639
H 4.402 9.394 19.132  0.0739
C -2.821 10.820 20.821  -0.0059
C -2.725 10.166 19.450  -0.4824
O -1.657 9.820 18.985  0.0455
C -4.005 9.940 18.712  -0.0116
H -3.800 10.644 21.267  0.0653
H -2.747 11.902 20.711  0.0832
H -2.064 10.445 21.510  0.0702
H -4.024 8.949 18.260  0.0888
H -3.848 10.607 17.864  0.0836
H -4.952 10.027 19.246  0.0698
C -5.405 13.137 28.221  -0.0087
C -4.449 13.824 27.171  -0.4154
O -3.222 13.793 27.316  0.0239
C -5.012 14.409 25.866  -0.0178
H -6.472 13.270 28.042  0.0655
H -5.203 13.565 29.202  0.0772
H -5.248 12.060 28.159  0.0790
H -4.173 14.814 25.300  0.0651
H -5.709 15.193 26.163  0.0854
H -5.522 13.679 25.237  0.0567
C 2.442 12.733 26.447  -0.0255
C 3.838 13.118 26.823  -0.4385
O 4.672 12.207 27.026  0.0259
C 4.181 14.615 26.965  -0.0300
H 2.189 11.840 27.018  0.0948
H 2.234 12.516 25.399  0.0693
H 1.734 13.544 26.620  0.0661
H 5.228 14.863 27.136  0.0852
H 3.834 14.983 27.931  0.0847
H 3.627 15.174 26.211  0.0504
C -3.711 11.191 24.165  -0.0130
C -2.588 10.809 25.135  -0.4390
O -2.641 9.784 25.808  0.0365
C -1.372 11.795 25.226  0.0034
H -4.120 10.257 23.780  0.0872
H -3.350 11.822 23.354  0.0560
H -4.441 11.888 24.577  0.0591
H -1.404 12.040 26.288  0.0762
H -1.614 12.600 24.533  0.0630
H -0.463 11.209 25.090  0.0625

=====

Entry 2:
Formula: C7H19NO5
Source: the OMol25 dataset
Level of theory: ωB97M-V/def2-TZVPD

Its structure (SMILES) is C/C=C/c1cc[nH]c1.O.O.O.O.O. Its energy above the lowest of the compared OMol25 structures with the same formula, charge and spin is 40.86 kcal per mole.

Each line ends with the Löwdin charge.
Atoms and positions in Å:
C 1.525 -0.158 2.543  -0.0578
C 1.317 -1.191 3.460  -0.1027
N 1.195 -2.337 2.706  0.0029
C 1.492 -2.058 1.396  -0.0729
C 1.640 -0.701 1.249  -0.2546
C 1.512 0.133 0.057  -0.1109
C 2.084 -0.017 -1.144  -0.1655
C 1.731 0.671 -2.397  -0.1138
H 1.807 0.833 2.858  0.1036
H 0.932 -1.091 4.456  0.1007
H 0.623 -3.129 2.926  0.1419
H 1.292 -2.880 0.712  0.1220
H 0.653 0.798 0.078  0.1178
H 2.914 -0.726 -1.257  0.1137
H 1.561 1.742 -2.413  0.0677
H 2.429 0.535 -3.226  0.0705
H 0.794 0.269 -2.834  0.0807
H -2.275 -2.667 -1.394  0.0500
H -2.852 -1.358 -1.016  -0.0018
O -2.861 -1.976 -1.764  -0.0764
H -4.443 -0.727 1.090  0.0602
H -3.131 -0.017 1.469  0.0166
O -3.470 -0.854 1.124  -0.0803
H -1.765 1.972 0.028  0.0355
H -3.229 2.239 -0.353  0.0468
O -2.652 1.624 0.112  -0.0591
H -2.565 1.615 -3.333  0.0412
H -2.340 0.473 -2.397  0.0260
O -2.088 1.402 -2.526  -0.0626
H 2.807 1.880 0.325  0.0047
H 2.756 2.882 -0.742  0.0247
O 2.606 2.820 0.209  -0.0688

=====

Entry 3:
Formula: C19H46BN2O6
Source: the OMol25 dataset
Level of theory: ωB97M-V/def2-TZVPD

For the energy, the calculation gives -36386.25756 eV. The total charge is -1.

Each line ends with the Löwdin charge.
Atoms and positions in Å:
C -5.290 6.059 -4.997  -0.1592
C -6.194 4.924 -5.787  -0.2573
C -5.291 3.912 -6.741  -0.2245
C -4.099 3.131 -5.930  -0.2783
C -3.024 2.514 -7.002  -0.1252
B -4.803 2.030 -4.932  -0.8137
O -4.761 2.762 -3.617  -0.1494
C -3.543 2.154 -2.989  -0.1603
C -3.912 0.548 -3.269  -0.1588
O -4.174 0.704 -4.738  -0.1242
H -4.290 6.175 -5.630  0.0737
H -4.965 5.562 -3.966  0.0780
H -5.848 7.083 -4.833  0.0584
H -6.823 4.338 -4.973  0.1093
H -6.978 5.433 -6.509  0.0868
H -4.873 4.453 -7.717  0.0990
H -6.035 3.068 -7.137  0.1078
H -3.529 3.908 -5.266  0.1128
H -2.004 3.112 -6.852  0.0640
H -2.761 1.382 -6.835  0.0680
H -3.330 2.714 -8.138  0.0633
H -5.927 1.933 -5.271  0.0846
H -3.348 2.408 -1.849  0.1133
H -2.604 2.272 -3.713  0.1286
H -4.831 0.362 -2.563  0.1126
H -3.053 -0.246 -3.052  0.1108
C -0.428 -0.855 2.901  -0.1101
O 0.590 0.113 2.680  -0.2004
C 1.678 -0.389 1.894  -0.2090
C 1.721 0.318 0.532  -0.2091
N 0.595 -0.092 -0.313  -0.0551
C 0.447 0.718 -1.527  -0.1898
C 0.080 2.204 -1.339  -0.2074
O -1.230 2.410 -0.805  -0.2040
C -1.296 2.396 0.614  -0.0976
H -1.154 -0.433 3.600  0.0883
H -0.944 -1.094 1.968  0.0802
H -0.011 -1.765 3.343  0.0732
H 1.638 -1.480 1.779  0.1159
H 2.596 -0.151 2.439  0.1109
H 2.660 0.068 0.025  0.1184
H 1.702 1.397 0.713  0.1000
H -0.266 -0.020 0.225  0.0709
H -0.345 0.248 -2.122  0.1153
H 1.368 0.647 -2.119  0.1147
H 0.067 2.661 -2.336  0.1215
H 0.831 2.757 -0.766  0.1039
H -0.381 2.771 1.081  0.0858
H -1.519 1.388 0.968  0.0691
H -2.126 3.038 0.921  0.0888
C 6.664 -5.704 3.792  -0.1148
O 5.862 -5.924 4.946  -0.2018
C 6.258 -5.118 6.062  -0.2071
C 5.166 -4.090 6.391  -0.2080
N 5.084 -3.055 5.356  -0.0568
C 3.912 -2.184 5.489  -0.1926
C 2.528 -2.834 5.290  -0.2101
O 2.289 -3.281 3.954  -0.1985
C 2.750 -4.597 3.683  -0.0932
H 6.375 -6.434 3.031  0.0894
H 6.497 -4.702 3.389  0.0776
H 7.725 -5.845 4.021  0.0858
H 7.230 -4.634 5.901  0.1204
H 6.368 -5.795 6.915  0.1165
H 5.393 -3.618 7.354  0.1203
H 4.217 -4.627 6.484  0.1011
H 5.047 -3.502 4.442  0.0700
H 4.024 -1.393 4.737  0.1140
H 3.942 -1.691 6.468  0.1169
H 1.778 -2.057 5.480  0.1184
H 2.325 -3.628 6.016  0.1081
H 2.706 -5.247 4.561  0.0896
H 3.765 -4.563 3.284  0.0695
H 2.112 -5.026 2.906  0.0909

=====

Entry 4:
Formula: C2H4N
Source: the OMol25 dataset
Level of theory: ωB97M-V/def2-TZVPD

The total charge is +1. Its energy above the lowest of the compared OMol25 structures with the same formula, charge and spin is 52.04 kcal per mole.

Each line ends with the Löwdin charge.
Atoms and positions in Å:
C 1.729 -0.029 0.068  0.2459
C -0.795 0.057 -0.032  -0.0147
N 0.566 -0.041 -0.018  0.0369
H 3.149 0.492 -0.475  0.3904
H -1.251 0.074 -0.967  0.1123
H -1.153 -0.731 0.496  0.0911
H -1.199 0.888 0.532  0.1380

=====

Question: Which formula does entry 3 have?
Answer: C19H46BN2O6